{"formula": "C23H24IrN6OS2Si", "method": "wB97M-V/def2-TZVPD", "symbols": ["Ir", "N", "C", "O", "C", "C", "H", "H", "H", "H", "H", "H", "C", "Si", "C", "C", "C", "C", "C", "C", "N", "C", "S", "H", "H", "H", "H", "H", "H", "H", "H", "H", "H", "H", "H", "S", "N", "C", "C", "C", "C", "C", "N", "C", "C", "N", "C", "C", "C", "C", "C", "N", "H", "H", "H", "H", "H", "H"], "positions_angstrom": [[-0.471, 1.115, -0.479], [-3.114, 4.309, 1.224], [-2.461, 3.367, 0.559], [-1.622, 2.638, 1.100], [-2.778, 3.195, -0.911], [-1.525, 2.757, -1.631], [-2.930, 4.455, 2.207], [-3.799, 4.899, 0.779], [-3.171, 4.127, -1.330], [-3.564, 2.436, -0.994], [-0.781, 3.558, -1.649], [-1.724, 2.375, -2.631], [0.082, -0.936, 6.092], [0.173, -1.837, 4.406], [-1.526, -2.493, 3.871], [1.438, -3.277, 4.515], [0.994, -0.558, 3.219], [2.255, -0.056, 3.544], [2.864, 0.913, 2.765], [2.202, 1.356, 1.624], [1.021, 0.882, 1.276], [0.415, -0.039, 2.052], [-1.128, -0.505, 1.448], [-0.303, -1.613, 6.847], [-0.587, -0.082, 6.036], [1.052, -0.583, 6.425], [-1.890, -3.193, 4.621], [-1.492, -3.027, 2.924], [-2.273, -1.709, 3.777], [1.088, -4.006, 5.237], [2.420, -2.942, 4.829], [1.537, -3.775, 3.556], [2.762, -0.424, 4.423], [3.827, 1.323, 3.030], [2.646, 2.110, 0.990], [1.352, -2.426, -7.127], [2.171, -1.370, -6.239], [1.468, -1.076, -5.153], [1.835, -0.165, -4.115], [2.993, 0.617, -4.161], [3.241, 1.488, -3.123], [2.340, 1.546, -2.064], [1.247, 0.805, -1.999], [0.961, -0.039, -3.011], [-0.285, -0.763, -2.963], [-1.089, -0.580, -1.898], [-2.272, -1.173, -1.854], [-2.738, -2.002, -2.868], [-1.932, -2.233, -3.963], [-0.682, -1.608, -4.024], [0.226, -1.774, -5.115], [0.062, -2.553, -6.177], [3.653, 0.525, -5.011], [4.114, 2.121, -3.120], [2.505, 2.231, -1.243], [-2.868, -0.993, -0.968], [-3.710, -2.461, -2.783], [-2.232, -2.878, -4.773]], "nbo_charge": [1.174, -0.749, 0.697, -0.636, -0.540, -0.463, 0.430, 0.424, 0.255, 0.256, 0.220, 0.222, -1.084, 1.564, -1.113, -1.081, -0.453, -0.084, -0.248, 0.065, -0.530, 0.045, 0.153, 0.255, 0.241, 0.242, 0.270, 0.244, 0.243, 0.254, 0.240, 0.240, 0.238, 0.251, 0.206, 1.057, -0.584, 0.084, -0.069, -0.070, -0.221, 0.075, -0.463, 0.243, 0.146, -0.418, 0.078, -0.220, -0.074, -0.073, 0.170, -0.602, 0.266, 0.260, 0.217, 0.227, 0.260, 0.265], "e_above_lowest_kcal_mol": 92.7, "total_energy_ev": -67602.0116, "orbital_gap_ev": [6.14, 5.74], "total_charge": 2, "s_squared": 0.782, "multiplicity": 2}